A structure of composition C16H11IrN4O6S2. Source: OMol25; level of theory: ωB97M-V/def2-TZVPD.

ORCA input file:
```
! RIJCOSX wB97M-V def2-TZVPD def2/J DEFGRID3
* xyz 0 1
Ir -0.1897 -0.7611 1.0645
O 2.9673 1.4301 -0.1865
C 1.9046 0.9736 0.1584
O 1.4772 -0.2465 -0.0400
C 0.9123 1.8591 0.9108
C 1.0195 3.2004 1.2271
C -0.0237 3.7881 1.9358
C -1.1465 3.0507 2.3118
C -1.1911 1.7169 1.9653
N -0.1703 1.1946 1.2897
C -2.2980 0.7084 2.2618
O -3.2707 1.0415 2.8854
O -2.0701 -0.5081 1.7888
H 1.8993 3.7503 0.9250
H 0.0352 4.8359 2.1991
H -1.9694 3.4861 2.8604
N -4.9142 -4.9982 5.2225
C -4.0034 -4.8058 4.2104
C -2.9656 -5.7195 4.0027
C -2.0723 -5.5393 2.9635
C -2.2108 -4.4485 2.1168
C -3.2401 -3.5303 2.3093
C -4.1262 -3.7072 3.3482
S -1.0665 -4.1908 0.8171
O -0.1419 -5.2897 0.8202
O -1.7593 -3.7924 -0.3668
N -0.2432 -2.8521 1.2925
C 0.7499 -2.8100 2.1746
S 1.6958 -3.9035 3.0904
C 2.6439 -2.5473 3.6594
C 2.2206 -1.3814 3.1371
N 1.1294 -1.5393 2.3187
H -4.6895 -5.6489 5.9527
H -5.5035 -4.2300 5.4870
H -2.8672 -6.5768 4.6576
H -1.2726 -6.2476 2.7944
H -3.3325 -2.6734 1.6553
H -4.9250 -2.9919 3.5015
H 3.4657 -2.6991 4.3366
H 2.6432 -0.4052 3.3122
*
```

Calculated values
HOMO-LUMO gap (eV): 6.8820
LUMO (eV): -1.40
ΔE to the lowest compared entry with this formula, charge and spin (kcal per mole): 0.0
Max |F| (eV/Å): 0.85